Entry 1:
{"formula": "C20H30IN2O9", "method": "ωB97M-V/def2-TZVPD", "species": ["C", "C", "O", "C", "N", "C", "C", "I", "C", "C", "O", "O", "C", "C", "C", "C", "C", "N", "H", "H", "H", "H", "H", "H", "H", "H", "H", "H", "H", "H", "H", "H", "H", "H", "H", "H", "C", "C", "C", "O", "C", "O", "O", "H", "H", "H", "H", "H", "H", "C", "C", "C", "O", "C", "O", "O", "H", "H", "H", "H", "H", "H"], "xyz": [[3.79929, -0.09708, -1.69773], [2.64408, 0.79156, -2.22097], [1.79409, 1.13497, -1.07522], [1.30042, 2.36565, -1.09013], [2.05523, 3.45363, -1.27658], [1.54998, 4.70153, -1.25013], [0.23145, 4.93204, -1.03563], [-0.60502, 6.86709, -0.95283], [-0.62622, 3.80649, -0.86787], [-2.13005, 4.02394, -0.67333], [-2.76588, 4.32953, -1.65010], [-2.71729, 3.87775, 0.53573], [-0.07870, 2.53181, -0.89355], [-0.97672, 1.30560, -0.69295], [-1.98627, 1.19191, -1.90005], [-2.08027, -0.25813, -2.43605], [-2.85097, -1.23789, -1.47384], [-3.49106, -0.62310, -0.32256], [3.84200, -1.03842, -2.25987], [4.76817, 0.41543, -1.75681], [3.62818, -0.39212, -0.65206], [2.99956, 1.65813, -2.78727], [2.03237, 0.14966, -2.86993], [3.04931, 3.32481, -1.44374], [2.19547, 5.56325, -1.40779], [-2.38585, 3.08744, 0.99157], [-1.49466, 1.46933, 0.26105], [-0.36919, 0.39645, -0.68193], [-2.96370, 1.55262, -1.56211], [-1.60818, 1.85843, -2.69000], [-2.61446, -0.20005, -3.39759], [-1.04441, -0.57296, -2.64067], [-3.57167, -1.80865, -2.07154], [-2.12475, -1.96624, -1.08193], [-4.18203, 0.06281, -0.59469], [-2.83763, -0.26242, 0.35723], [-6.64740, -2.76606, 4.21206], [-5.91831, -1.44957, 4.10554], [-6.42251, -0.54395, 3.01297], [-5.25311, 0.22691, 2.70421], [-4.18098, -0.54203, 3.01273], [-3.05640, -0.28183, 2.70940], [-4.55002, -1.64109, 3.70568], [-6.13375, -3.43044, 4.90686], [-7.66976, -2.61687, 4.55911], [-6.67455, -3.27666, 3.24790], [-5.91508, -0.94318, 5.07511], [-7.23667, 0.10015, 3.33805], [-6.72860, -1.08221, 2.11292], [6.22698, -4.55586, 0.28047], [7.00188, -3.27653, 0.08159], [6.46369, -2.09598, 0.84760], [6.88929, -0.99379, 0.03622], [6.99336, -1.45669, -1.23894], [7.14242, -0.76490, -2.19346], [6.89659, -2.80867, -1.27370], [6.56825, -5.31985, -0.41784], [6.34817, -4.92967, 1.29710], [5.16345, -4.40301, 0.08686], [8.06126, -3.44261, 0.29614], [6.87537, -2.01872, 1.85161], [5.37175, -2.08169, 0.90570]], "forces_ev_per_a": [[0.0327, 0.2076, 0.0048], [0.6877, -1.9521, 0.2524], [0.6146, 1.1775, -0.6857], [-1.2844, -0.3340, 0.0705], [0.5363, -0.3627, -0.0715], [0.1159, 1.3889, -0.1346], [-1.5009, -0.2447, 0.1398], [0.5643, -0.4506, -0.0471], [0.5624, 0.2862, 0.7233], [-0.7970, -0.1186, -1.3345], [0.6414, 0.0274, 0.9642], [0.5477, -0.2840, -0.5151], [-0.7069, -0.5854, 0.5175], [0.0691, 0.7257, -0.8907], [0.4325, -0.2852, 0.4364], [-0.3862, 0.7700, 0.0223], [0.9918, 0.1222, -0.0069], [-0.3814, -0.5144, -0.4606], [0.1539, 0.3870, -0.0405], [-0.2190, -0.2737, -0.0013], [-0.0976, 0.2906, -0.2767], [-0.2335, -0.0243, 0.2802], [-0.1032, 0.5840, 0.0676], [-0.0758, 0.1084, 0.0963], [0.2970, -0.5560, 0.0090], [0.1247, 0.3181, 0.2618], [0.1510, -0.5836, -0.1397], [-0.1397, 0.2644, 0.4473], [0.1919, 0.0127, -0.3639], [-0.3670, -0.2427, 0.0712], [0.2730, -0.1084, 0.2099], [-0.3727, -0.2462, -0.0194], [0.0283, 0.1783, 0.2931], [-0.2889, 0.1061, -0.1119], [0.0711, 0.0569, 0.2441], [-0.2196, 0.0096, 0.0738], [0.2799, -0.2867, -0.0937], [-0.5155, -0.5777, 0.1296], [-0.2668, 0.2729, 0.0184], [0.2238, -0.1503, 0.0098], [0.1301, -0.1189, -0.0583], [0.0289, 0.1804, -0.0262], [0.0909, 0.4447, -0.1423], [-0.0709, 0.0785, 0.0938], [0.0312, 0.0597, 0.0211], [-0.0260, 0.0961, -0.0277], [0.0463, 0.0888, -0.0673], [0.1531, 0.1635, -0.0414], [0.0435, -0.1183, 0.0783], [-0.1451, -0.0850, -0.3594], [-0.3073, -0.6598, 0.2350], [0.1840, 0.1586, 0.2993], [-0.1086, -0.1238, -0.1930], [0.1099, -0.0576, -0.1518], [-0.1139, 0.0917, 0.0196], [0.0695, 0.4318, 0.1459], [0.0995, -0.0128, 0.0968], [0.0524, 0.0391, -0.0072], [0.0191, 0.0775, 0.0598], [-0.0006, 0.1228, 0.0019], [0.0711, 0.1824, -0.0750], [0.0080, -0.1524, -0.0514]], "charge": 1, "multiplicity": 1}

---

Entry 2:
{"formula": "C20H30N10", "method": "ωB97M-V/def2-TZVPD", "species": ["C", "C", "N", "H", "H", "H", "C", "C", "N", "H", "H", "H", "C", "C", "N", "H", "H", "H", "C", "C", "N", "H", "H", "H", "C", "C", "N", "H", "H", "H", "C", "C", "N", "H", "H", "H", "C", "C", "N", "H", "H", "H", "C", "C", "N", "H", "H", "H", "C", "C", "N", "H", "H", "H", "C", "C", "N", "H", "H", "H"], "xyz": [[-1.10441, -5.51056, -4.44332], [-0.14408, -6.41775, -5.03043], [0.53490, -7.09646, -5.62360], [-2.10194, -5.75834, -4.80616], [-0.88693, -4.44258, -4.45689], [-1.20714, -5.84271, -3.41025], [-0.12896, 6.46742, 4.84476], [0.77785, 5.29426, 4.76097], [1.48513, 4.37555, 4.71348], [-0.18092, 6.82317, 5.87376], [-1.07050, 6.04733, 4.49104], [0.17931, 7.32087, 4.24086], [1.47100, 0.50165, 0.50953], [1.18274, 0.03880, -0.80430], [0.99894, -0.29804, -1.90432], [2.55805, 0.48827, 0.58843], [1.00619, -0.09234, 1.29644], [1.20287, 1.54926, 0.64636], [6.63322, -0.02320, 5.09832], [7.65400, -1.08923, 5.40107], [8.41221, -1.87809, 5.76823], [6.15088, 0.26739, 6.03160], [5.92094, -0.49630, 4.42234], [7.12730, 0.77025, 4.53758], [-0.04288, 5.10096, -2.84921], [-0.05332, 6.01763, -1.66604], [0.02179, 6.74159, -0.80222], [0.41211, 5.53854, -3.73781], [-1.06418, 4.76989, -3.03746], [0.66475, 4.29449, -2.65696], [5.31772, -4.64354, 1.68143], [4.04138, -4.29268, 2.30524], [3.13495, -3.95572, 2.80477], [5.86402, -5.14351, 2.48124], [5.89447, -3.73105, 1.53037], [5.15987, -5.17634, 0.74372], [-3.99327, 0.17726, -4.33331], [-4.51777, -1.13148, -3.92724], [-4.86700, -2.09232, -3.43830], [-4.75190, 0.93299, -4.12972], [-3.91209, -0.15774, -5.36737], [-3.00377, 0.48088, -3.99153], [-4.25610, 2.22813, 2.73330], [-4.86722, 2.60188, 4.05916], [-5.32671, 2.88750, 5.12001], [-3.24987, 1.93543, 3.03316], [-4.28420, 3.01806, 1.98275], [-4.87087, 1.40398, 2.37144], [0.55939, 0.56665, -7.31416], [-0.19620, 1.82005, -7.49550], [-0.87208, 2.74945, -7.69197], [-0.13180, -0.20264, -6.96984], [1.38868, 0.70407, -6.62027], [0.95812, 0.23145, -8.27163], [-4.55988, -4.47248, 3.40939], [-3.65750, -3.33138, 3.41404], [-2.94812, -2.41253, 3.43661], [-4.43983, -4.99667, 4.35750], [-4.41705, -5.29742, 2.71141], [-5.60431, -4.16202, 3.37951]], "forces_ev_per_a": [[-0.7995, -0.7468, 1.2957], [-1.3406, 1.9501, 0.2591], [1.6902, -1.6757, -1.0523], [0.0824, 0.3893, -0.5447], [0.1582, -0.2984, -0.2989], [0.1972, 0.4007, 0.3583], [0.3382, -0.8924, -0.0156], [1.1079, -0.2794, 0.0378], [-1.0402, 1.1953, 0.0101], [-0.2229, -0.2677, -0.0091], [-0.3083, 0.5993, 0.1862], [0.1257, -0.3731, -0.2403], [0.6820, 0.6109, 1.0201], [-0.8553, -0.8342, -3.0892], [0.2646, 0.5519, 1.9400], [0.0462, -0.2093, 0.3990], [0.1119, -0.0634, -0.1415], [-0.2770, -0.0516, -0.1272], [0.9884, -1.5680, -0.3755], [-0.2211, 0.4604, 0.6026], [-0.5033, 0.4800, -0.5155], [0.1180, 0.2406, -0.2548], [-0.2535, 0.1843, 0.1362], [-0.1527, 0.1995, 0.4015], [0.3708, 0.4082, 0.7694], [0.3251, -1.8716, -3.0229], [-0.0327, 1.4152, 1.9214], [-0.4687, 0.6138, 0.1009], [0.2885, -0.2120, -0.1389], [-0.4886, -0.3706, 0.3660], [-0.1574, 0.4958, 0.7763], [7.4946, -2.3160, -4.3354], [-7.6134, 2.6470, 4.1111], [0.1750, -0.6916, -0.5361], [-0.1943, 0.0668, -0.3473], [0.3167, -0.1832, 0.3266], [-0.5751, -1.2820, -0.9844], [1.2461, 2.0618, 1.5243], [-0.7984, -1.9416, 0.3360], [0.1866, 0.0278, -0.4387], [0.1857, 1.6102, -0.8255], [-0.2168, -0.4837, 0.3816], [-0.8459, 0.0181, 1.6657], [-1.6234, 1.4477, 3.0407], [1.8601, -1.1923, -4.2734], [0.0629, -0.2220, -0.7110], [0.1146, 0.1477, 0.4025], [0.4472, -0.2218, -0.1142], [-0.1830, 0.3167, -0.1976], [-1.1568, 1.1873, -0.4930], [1.3729, -1.6476, 0.5031], [0.1438, 0.0437, 0.1956], [-0.1770, -0.0619, 0.0446], [0.0068, 0.1442, -0.0090], [-0.5140, -0.7612, 0.9653], [1.0583, 1.0617, -0.5126], [-1.0662, -1.3066, -0.0226], [-0.0063, 0.2088, 0.3130], [0.4147, 0.6778, -0.5894], [0.1112, 0.1630, -0.1739]], "de_lowest_kj_mol": 261.9, "charge": 0, "multiplicity": 1, "smiles": "CC#N.CC#N.CC#N.CC#N.CC#N.CC#N.CC#N.CC#N.CC#N.CC#N"}

---

Entry 3:
{"formula": "C20H30N2O13P2Zr", "method": "ωB97M-V/def2-TZVPD", "species": ["Zr", "C", "C", "O", "C", "C", "O", "C", "C", "O", "C", "C", "O", "H", "H", "H", "H", "H", "H", "H", "H", "H", "H", "H", "H", "H", "H", "H", "H", "O", "P", "O", "O", "O", "P", "O", "O", "O", "H", "H", "O", "C", "C", "C", "C", "N", "C", "C", "C", "C", "C", "C", "O", "C", "C", "N", "H", "H", "H", "H", "H", "H", "H", "H", "H", "H", "H", "H"], "xyz": [[-8.52105, -6.70606, -14.21178], [-6.75014, -5.09311, -16.20613], [-8.10649, -4.95436, -16.86150], [-9.04008, -5.14126, -15.72759], [-10.48049, -5.23265, -16.31204], [-11.39805, -5.17698, -15.08047], [-10.68245, -5.52310, -13.89970], [-10.67741, -4.48106, -12.82417], [-9.54963, -4.78587, -11.88446], [-8.30367, -5.11532, -12.55319], [-7.60044, -3.91812, -12.96102], [-6.40477, -4.20696, -13.88003], [-6.81079, -5.24374, -14.78865], [-6.03709, -4.27038, -16.36564], [-6.11138, -5.86210, -16.59130], [-8.22500, -5.66593, -17.61748], [-8.31268, -3.89061, -17.23272], [-10.38998, -6.24862, -16.76584], [-10.53155, -4.42307, -17.03374], [-12.19811, -5.92826, -15.17557], [-11.75493, -4.15272, -14.98612], [-11.57492, -4.45036, -12.22825], [-10.45192, -3.47334, -13.29985], [-9.66983, -5.58352, -11.15417], [-9.38189, -3.87062, -11.30234], [-7.20122, -3.40458, -12.09788], [-8.27369, -3.16498, -13.41222], [-5.59822, -4.53383, -13.21597], [-6.17308, -3.22870, -14.41262], [-6.90682, -9.05521, -17.46795], [-8.20863, -8.43637, -16.90194], [-9.01729, -7.73085, -17.90364], [-7.61606, -7.64923, -15.66797], [-8.95393, -9.73689, -16.18887], [-10.19878, -9.42121, -15.19637], [-11.49013, -9.70630, -16.07796], [-10.08449, -10.18938, -13.94616], [-10.07132, -7.85170, -15.00208], [-6.83516, -9.71341, -18.20427], [-11.72411, -10.66377, -16.15668], [-3.36966, -8.73061, -9.31542], [-3.26876, -7.83705, -10.43921], [-4.47351, -7.86081, -11.28520], [-4.45191, -7.55967, -12.64959], [-5.59030, -7.38005, -13.39592], [-6.80296, -7.39057, -12.83615], [-6.88945, -7.85981, -11.55483], [-5.75227, -8.17760, -10.81215], [-8.29240, -8.03613, -11.21353], [-8.82113, -8.24436, -9.95067], [-10.22231, -8.45189, -9.77559], [-10.76328, -8.83791, -8.42982], [-9.95568, -8.17003, -7.51917], [-11.02685, -8.38354, -10.85856], [-10.47450, -8.12774, -12.09609], [-9.19463, -7.91326, -12.27398], [-2.94569, -9.54243, -9.55463], [-2.29579, -7.92199, -11.02867], [-3.27140, -6.77742, -9.97715], [-3.47576, -7.42796, -13.11787], [-5.49250, -7.02520, -14.39248], [-5.81513, -8.64052, -9.79733], [-8.25305, -8.40104, -9.06405], [-10.65892, -9.90037, -8.33304], [-11.81927, -8.50550, -8.41455], [-10.12279, -8.38282, -6.57571], [-12.10690, -8.50025, -10.76683], [-11.09388, -8.02477, -12.98378]], "forces_ev_per_a": [[-1.6878, -0.8464, 0.9265], [2.5630, 1.6603, -0.2407], [-0.3322, 2.9628, 2.0127], [-1.2712, 0.0833, -1.7433], [2.4234, -1.7710, 0.9215], [-0.2871, 0.0311, -0.7270], [0.7847, 0.8608, 2.0095], [1.3123, 0.1044, -1.8056], [0.7271, 0.2775, 0.9634], [-0.0569, 0.9561, -0.7800], [0.1619, 1.1524, -0.4420], [-1.1313, 0.9821, 0.1655], [-0.2549, -0.4296, 0.6302], [-0.8180, 0.5036, -0.1896], [-0.3953, -1.1694, -0.2051], [-0.6065, -1.1300, -1.0770], [0.4383, -1.5222, 0.3425], [-0.8235, 0.9711, -0.0930], [-0.4409, -0.0036, 0.0966], [0.0745, 0.6303, -0.1789], [-0.4161, -0.1629, 0.1428], [-0.6635, -0.0742, -0.2534], [-0.6552, -1.2058, 0.3651], [-0.4926, -0.1527, -0.2533], [-0.0021, -0.1686, 0.0350], [0.0785, -0.1073, 0.6077], [-0.0611, -0.7558, -0.1211], [0.2586, -0.2158, -0.7279], [0.0284, -1.4070, 0.5438], [1.2832, -1.1410, -0.7557], [-0.4143, -1.8021, -0.1526], [-0.0255, 0.2711, 0.8378], [0.3702, -0.2131, -0.8016], [0.3442, 1.5803, -0.5890], [0.3724, -0.4129, 0.5825], [0.2062, -0.1938, 0.2070], [-0.2166, 0.2247, -0.6663], [-0.5292, -0.6677, -0.0550], [-0.5790, 0.9601, 0.9067], [0.2844, 0.9966, 0.2215], [-0.1826, 1.3280, -0.8518], [1.2599, 1.0578, 1.5360], [-1.6406, -0.3756, -1.6608], [1.5241, 0.0830, 0.2659], [0.3345, 0.6026, 1.1449], [1.0644, -0.5906, -0.2938], [0.4397, 0.0124, -1.3425], [-0.4677, -0.1214, 1.5529], [-2.5524, 0.0701, 0.7616], [-0.6978, -0.7465, -0.5738], [1.4137, -0.2240, 0.2034], [-0.2491, 1.1161, -0.5080], [0.4445, 0.4835, 1.7094], [-1.2770, -0.0743, -0.4468], [-0.6038, 0.3647, -0.3698], [1.9607, 0.6047, 0.0270], [0.4040, -0.8585, -0.1012], [-1.2976, -0.0982, 0.7295], [0.2109, -1.4565, -0.6684], [-0.2935, -0.0149, -0.1013], [-0.1072, -0.2067, -0.7168], [-0.2164, 0.6102, -0.9282], [0.7639, 0.2343, 0.3287], [-0.3264, -0.8315, 0.0735], [0.3077, -0.4191, 0.3219], [-0.1209, -0.0410, -1.0269], [0.2721, -0.1125, -0.0745], [0.0823, -0.0516, 0.3496]], "charge": 2, "multiplicity": 1}

---

Number 1: LUMO -4.122 eV, HOMO -11.283 eV, HOMO-LUMO gap 0.2632 Ha. Number 2: LUMO -0.179 eV, HOMO -11.569 eV, HOMO-LUMO gap 0.4185 Ha. Number 3: LUMO -6.261 eV, HOMO -14.755 eV, HOMO-LUMO gap 0.3121 Ha.